(1)
A 2-piece molecular cluster, C4H8O2 overall in a non-equilibrium geometry. Source: OMol25; level of theory: ωB97M-V with the def2-TZVPD basis set.

XYZ file:
```
14
Properties=species:S:1:pos:R:3:forces:R:3
C 0.641028 1.969121 -0.019246 -0.757 -1.371 -0.007
C 0.484769 0.529449 -0.158312 2.093 -0.427 1.416
O 1.703431 -0.182653 0.190570 -0.868 0.975 -0.691
C -0.572483 0.112216 0.814972 -0.888 0.704 0.225
C -1.382690 -0.922481 0.561905 -0.323 -0.959 0.424
H -0.200436 2.613388 -0.202747 -0.171 0.185 -0.229
H 1.549596 2.408711 0.382512 -0.028 0.042 -0.076
H 0.076154 0.229719 -1.142064 0.113 -0.368 -0.549
H -0.640779 0.669075 1.750344 -0.171 0.105 -0.106
H -1.115401 -1.709472 -0.199226 0.118 0.811 -0.535
H -2.220299 -1.173053 1.214101 0.265 0.328 0.333
H -0.414046 -2.971068 -1.886745 0.268 -0.021 -0.297
H 2.362581 0.511395 0.235145 0.665 -0.284 -0.022
O -0.271425 -2.084346 -1.541210 -0.316 0.280 0.115
```
Positions in Å, forces in eV/Å.

Properties
total energy	-307.3980	a.u.
total charge	0
LUMO level	-3.582	eV
strongest force on any atom	2.6	eV/A
M	88.106	g/mol

***

(2)
C4H8O2 in the gas phase in a non-equilibrium geometry. Source: OMol25; level of theory: ωB97M-V with the def2-TZVPD basis set.

XYZ file:
```
14
Properties=species:S:1:pos:R:3:forces:R:3
C 1.446815 -0.569380 0.404532 -0.103 0.114 0.000
C 0.075351 -0.309807 -0.215128 0.116 0.908 -0.037
C -1.146004 -0.158293 0.736261 -0.500 0.604 0.407
O -0.115923 -1.052707 -1.378065 -0.297 -0.109 0.044
C -0.203735 1.130539 -0.580502 1.281 0.086 -1.273
O -0.880921 1.389728 -1.557849 0.616 0.429 0.210
H 1.654603 -1.634906 0.564029 -0.329 0.211 -0.076
H 2.215863 -0.189805 -0.278137 -0.096 -0.087 0.121
H 1.554614 -0.058773 1.368030 -0.043 -0.026 -0.144
H -1.416580 0.949711 0.679231 -0.423 -1.311 0.801
H -0.945082 -0.309093 1.791770 -0.033 -0.511 0.040
H -2.018369 -0.670450 0.330122 0.162 -0.171 0.218
H -0.469066 -0.363635 -1.984199 -0.115 -0.633 -0.181
H 0.248435 1.846871 0.119905 -0.238 0.497 -0.131
```
Positions in Å, forces in eV/Å.

Properties
total energy	-307.6402	a.u.
SMILES	CC(C)(O)C=O
total charge	0
LUMO level	0.853	eV
strongest force on any atom	1.8	eV/A
M	88.106	g/mol

***

(3)
C4H8O2 as an isolated structure in a non-equilibrium geometry. Source: OMol25; level of theory: ωB97M-V with the def2-TZVPD basis set.

XYZ file:
```
14
Properties=species:S:1:pos:R:3:forces:R:3
C -1.856871 0.559942 -0.837068 0.282 0.303 0.131
O -1.123790 0.075639 0.309108 0.954 1.221 0.680
C 0.606110 0.149098 0.153294 -0.990 0.086 -0.075
C 1.688575 0.178950 1.241329 -0.671 0.132 0.100
C 0.116139 -1.142384 -0.316597 1.229 -0.910 -0.782
O 0.070965 -1.400265 -1.506539 -0.228 -0.688 -0.104
H -2.899732 0.191746 -0.818530 0.614 -0.074 0.476
H -1.883902 1.647737 -0.788389 0.020 0.062 -0.187
H -1.425217 0.213026 -1.788227 0.101 0.081 0.336
H 0.774830 0.890544 -0.625227 -0.233 -0.199 -0.040
H 1.956233 1.179675 1.591109 -0.331 -0.117 0.030
H 1.471807 -0.476471 2.087006 -0.141 0.157 -0.025
H 2.622182 -0.226265 0.788133 -0.761 0.141 -0.159
H -0.117327 -1.840970 0.510599 0.154 -0.194 -0.380
```
Positions in Å, forces in eV/Å.

Properties
total energy	-307.5824	a.u.
total charge	0
LUMO level	0.912	eV
strongest force on any atom	1.7	eV/A
M	88.106	g/mol

***

Number 1: E_HOMO -0.268 Eh. Number 2: E_HOMO -0.360 Eh. Number 3: E_HOMO -0.334 Eh.